ORCA calculation (ωB97M-V with the def2-TZVPD basis set) on 5 unconnected molecules or ions with the total composition C14H27BCl12NO3 at a distorted geometry.

The calculation puts the orbital gap at 6.058 eV. Its charge is -1. The calculation puts the largest force on an atom at 1.13 eV/Å. Its multiplicity is 1. As for the LUMO energy: 1.683 eV.

Geometry as XYZ:
```
58
Properties=species:S:1:pos:R:3:forces:R:3:lowdin_charge:R:1
Cl -3.406 -5.188 7.298 0.01 0.00 0.03 0.517
Cl 5.348 1.974 -2.753 0.09 0.02 -0.10 0.526
Cl -2.463 -5.879 4.640 0.00 -0.12 -0.01 0.567
Cl 4.377 3.568 -6.646 -0.26 0.05 -0.10 0.514
Cl 3.837 5.251 -3.062 0.02 -0.01 -0.05 0.495
Cl 2.102 2.902 -3.042 -0.04 0.09 -0.02 0.563
Cl 7.803 3.226 -1.857 0.02 0.02 -0.01 0.522
Cl -5.298 -5.996 5.248 -0.02 -0.01 0.00 0.518
Cl 3.627 6.325 -7.240 -0.03 -0.04 0.08 0.526
Cl 7.044 3.401 -4.659 0.10 -0.01 0.13 0.496
Cl 1.002 5.542 -2.545 -0.03 0.01 -0.01 0.544
Cl 5.321 4.851 -9.074 0.04 -0.01 -0.02 0.520
O -0.358 -1.065 1.639 -0.04 -0.55 -0.12 -0.065
O -1.812 -0.224 0.055 -0.61 -0.09 -0.08 -0.032
O -2.527 0.036 -3.115 -0.41 0.07 0.12 -0.089
N -0.353 -2.769 5.692 -0.28 0.09 -0.08 -0.023
C 4.877 5.087 -7.380 0.02 -0.03 0.00 -1.561
C -2.218 -2.405 4.038 -0.32 -0.13 0.73 -0.257
C -0.688 -1.079 -1.941 -0.31 0.07 0.16 -0.095
C 2.223 4.616 -3.416 0.00 -0.01 0.04 -1.540
C 0.052 1.056 -0.689 -0.62 0.32 0.30 -0.192
C 0.308 -1.148 0.412 -0.35 0.37 0.61 -0.171
C -3.664 -6.207 5.879 0.04 0.05 -0.05 -1.555
C -1.000 -1.834 4.736 0.56 -0.42 0.03 -0.276
C 6.990 2.410 -3.195 0.03 -0.08 0.09 -1.544
C -2.675 -0.400 2.504 -0.10 -0.37 -0.63 -0.127
C -3.205 -1.354 3.577 0.14 0.38 -0.29 -0.252
C -2.093 -1.173 -2.482 -0.07 0.06 -0.19 -0.251
C -0.889 2.118 -1.238 0.50 -0.16 0.18 -0.102
C -0.587 -0.336 -0.590 1.08 -0.15 0.29 -0.477
B -1.813 -1.089 1.294 0.10 0.62 0.54 -0.701
H -2.769 -1.423 -1.672 -0.07 -0.12 0.17 0.114
H -1.930 -3.078 3.237 0.11 0.01 -0.30 0.090
H -0.372 3.073 -1.301 0.01 0.17 -0.21 0.023
H -3.559 -7.237 6.190 -0.01 -0.02 0.02 0.004
H -1.266 1.807 -2.204 -0.18 0.24 -0.27 0.057
H -3.103 0.489 -2.482 0.33 -0.09 -0.12 0.083
H -2.724 -3.023 4.785 -0.16 -0.15 0.09 0.061
H 1.002 1.037 -1.215 0.19 -0.21 -0.31 0.071
H -4.109 -1.835 3.209 -0.09 -0.23 -0.13 0.098
H -0.046 -0.642 -2.704 0.16 0.12 -0.09 0.117
H -2.088 0.409 2.939 0.19 0.10 0.14 0.091
H 2.044 4.740 -4.474 0.03 0.03 -0.08 -0.007
H 7.534 1.501 -3.410 0.04 -0.01 0.02 0.009
H 5.753 5.439 -6.853 0.00 0.02 0.02 0.001
H -3.516 -0.782 4.455 -0.11 0.04 0.23 0.094
H 1.283 -0.680 0.554 0.31 -0.07 -0.30 0.115
H 0.443 -2.188 0.093 -0.03 -0.19 -0.10 0.107
H -1.032 -3.003 6.414 0.03 -0.05 -0.03 0.030
H -2.141 -1.967 -3.226 -0.03 -0.04 -0.23 0.105
H -3.542 0.069 2.035 -0.15 0.24 -0.07 0.083
H -1.271 -0.928 5.271 0.02 0.17 0.14 0.109
H 0.275 1.349 0.335 0.18 -0.05 0.24 0.119
H -0.201 -3.640 5.189 0.11 0.00 0.09 0.039
H -2.235 -2.238 1.051 0.10 -0.09 -0.20 0.112
H -0.238 -1.590 4.004 0.01 0.35 -0.18 0.098
H -0.361 -2.105 -1.785 0.14 -0.19 -0.04 0.104
H -1.694 2.232 -0.523 -0.40 -0.03 -0.05 0.075
```
Positions in Å, forces in eV/Å.

ORCA calculation (ωB97M-V with the def2-TZVPD basis set) on a single C17H26O4 molecule.

The calculation puts the orbital gap at 7.835 eV. Its SMILES is CCCCCCCCCCCC1=C(O)C(=O)C=C(O)C1=O. As for the energy relative to the best compared isomer or geometry (same formula, charge and spin): 9.4 kJ/mol. The calculation puts the largest force on an atom at 0.77 eV/Å. Its multiplicity is 1. As for the LUMO energy: -1.495 eV.

Geometry as XYZ:
```
47
Properties=species:S:1:pos:R:3:forces:R:3:lowdin_charge:R:1
O -5.679 2.406 -1.452 0.03 0.09 0.03 0.114
O -5.978 -2.308 -1.357 0.07 0.38 0.07 0.098
O -4.555 -2.433 0.785 -0.01 0.03 -0.01 0.117
O -4.307 2.288 0.714 -0.04 -0.43 -0.09 0.106
C -5.457 1.190 -0.980 -0.14 -0.22 -0.16 -0.221
C 4.980 -0.904 -0.535 0.05 0.28 -0.28 -0.225
C -5.615 -1.214 -0.943 0.00 -0.24 0.01 -0.311
C 0.785 1.012 -0.403 0.25 -0.15 0.25 -0.219
C -1.343 0.434 0.831 0.22 -0.35 0.22 -0.215
C -2.022 -0.527 1.803 -0.13 0.31 -0.09 -0.189
C 6.645 0.252 0.970 -0.10 0.15 -0.19 -0.118
C -4.318 -0.081 0.893 0.11 -0.67 0.36 -0.105
C 4.005 -0.795 -1.715 -0.15 -0.27 0.18 -0.214
C -5.911 0.054 -1.548 -0.14 0.60 -0.28 0.071
C -4.783 -1.213 0.308 0.15 0.35 0.25 -0.177
C -4.637 1.188 0.288 -0.10 0.25 -0.12 -0.268
C -3.461 -0.106 2.126 0.09 -0.20 -0.05 -0.127
C 0.115 0.057 0.581 -0.23 0.33 -0.28 -0.219
C 5.712 0.402 -0.226 0.06 -0.27 0.22 -0.279
C 2.544 -0.598 -1.305 0.23 0.23 -0.05 -0.222
C 2.275 0.731 -0.602 -0.29 -0.11 -0.21 -0.223
H 7.384 -0.524 0.783 0.10 -0.08 0.03 0.070
H 4.311 0.027 -2.366 0.03 0.02 -0.10 0.108
H 2.768 0.739 0.372 0.11 0.09 0.07 0.106
H 2.703 1.537 -1.203 0.11 0.04 0.04 0.114
H 4.991 1.195 -0.024 -0.03 0.08 -0.08 0.093
H -3.458 0.892 2.566 -0.04 -0.06 0.07 0.117
H 6.083 -0.021 1.860 -0.02 -0.04 0.13 0.070
H 0.659 0.075 1.529 0.06 -0.07 0.06 0.120
H 5.732 -1.665 -0.757 0.01 -0.05 0.08 0.108
H 0.669 2.034 -0.031 -0.08 0.05 -0.04 0.112
H -2.032 -1.533 1.379 0.06 -0.07 0.03 0.114
H -1.394 1.449 1.232 -0.04 0.09 -0.03 0.121
H 4.440 -1.235 0.354 -0.01 -0.09 0.10 0.111
H -1.881 0.431 -0.121 -0.02 0.07 -0.05 0.117
H -6.500 0.071 -2.452 -0.05 0.00 -0.08 0.133
H 1.925 -0.648 -2.204 -0.10 -0.04 0.00 0.113
H 4.058 -1.713 -2.307 0.03 0.05 -0.08 0.104
H -5.020 -3.053 0.176 0.09 0.25 0.10 0.126
H 7.169 1.185 1.168 0.10 0.05 0.10 0.066
H 0.154 -0.962 0.193 0.05 -0.10 0.05 0.111
H -1.454 -0.561 2.734 0.05 -0.07 0.03 0.116
H -3.885 -0.814 2.840 -0.05 0.08 0.06 0.122
H -5.235 3.027 -0.828 -0.12 -0.29 -0.15 0.126
H 6.294 0.700 -1.102 -0.06 0.06 -0.06 0.109
H 2.249 -1.424 -0.655 -0.06 -0.09 -0.02 0.106
H 0.274 0.954 -1.367 -0.05 0.06 -0.06 0.114
```
Positions in Å, forces in eV/Å.

ORCA calculation (ωB97M-V with the def2-TZVPD basis set) on a single C2H4BrN molecule at a distorted geometry.

The calculation puts the orbital gap at 10.470 eV. Its SMILES is C=NCBr. As for the energy relative to the best compared isomer or geometry (same formula, charge and spin): 152.8 kJ/mol. The calculation puts the largest force on an atom at 5.78 eV/Å. Its multiplicity is 1. As for the LUMO energy: 0.891 eV.

Geometry as XYZ:
```
8
Properties=species:S:1:pos:R:3:forces:R:3:lowdin_charge:R:1
Br -2.150 -0.141 -0.050 -0.66 -0.24 -0.27 0.637
N 0.824 0.154 -0.194 -3.37 4.65 0.64 -0.078
C -0.622 0.954 -0.013 4.31 0.12 -0.97 -0.652
C 0.900 -1.057 0.007 0.69 -0.38 -0.67 -0.145
H 1.947 -1.227 0.102 0.66 -1.80 0.02 0.064
H -0.553 1.813 -0.826 -0.60 -1.90 1.98 0.094
H -0.439 1.258 1.051 -0.52 0.28 -1.30 0.051
H 0.092 -1.752 -0.078 -0.50 -0.73 0.57 0.030
```
Positions in Å, forces in eV/Å.

The calculation returns the following electronic energy values, one per record and in order: -6377.34361; -964.34420; -2707.30087 Eh.